Record 1
Entry from OMol25: the ion C4H8NO2 with charge +1 at a distorted geometry (ωB97M-V/def2-TZVPD).

Last column: natural (NBO) charge in e.
Geometry (Å):
C 2.4462 0.1452 0.0117  0.358
C 1.0842 -0.6264 0.1158  0.500
C -0.9517 0.9949 0.8481  -0.654
C -0.3523 0.2020 -0.2166  -0.148
N -1.3233 -0.8629 -0.6841  -0.688
O 2.6014 0.5275 -1.1219  -0.426
O 0.9687 -1.8249 0.1146  -0.510
H 3.0196 0.1771 0.9256  0.182
H -1.1067 0.3569 1.6871  0.227
H -0.2971 1.8980 1.2263  0.276
H -1.8170 1.4647 0.4371  0.239
H 0.0940 0.8339 -0.9680  0.258
H -0.8450 -1.6113 -1.2389  0.469
H -1.8933 -0.3377 -1.3017  0.456
H -1.6279 -1.3370 0.1648  0.463

## Properties
Energy relative to the best compared isomer or geometry (same formula, charge and spin), kcal/mol: 56.5
Maximum force, eV/A: 4.8
E_tot, hartree: -362.12338
Total charge: +1

***

Record 2
Entry from OMol25: a structure of composition C41H46As2CoN3O2P at a distorted geometry (ωB97M-V/def2-TZVPD).

Last column: Löwdin spin population.
Geometry (Å):
Co -0.6689 0.2440 0.3191  2.691
C -4.0961 2.9423 -0.2645  0.003
C -3.0210 1.9816 -0.6763  0.029
O -2.0212 1.8820 0.0709  0.085
C -3.1815 1.2144 -1.8805  0.102
C -4.3056 1.3790 -2.7085  0.059
C -4.4849 0.6110 -3.8354  0.221
C -3.5257 -0.3432 -4.1942  -0.018
C -2.4016 -0.5147 -3.4321  0.171
C -2.1816 0.2444 -2.2512  0.083
O -1.1209 0.0189 -1.5648  0.326
H -3.8125 3.4453 0.6577  0.000
H -5.0311 2.4109 -0.1007  0.001
H -4.2673 3.6888 -1.0366  0.000
H -5.0425 2.1281 -2.4625  0.000
H -5.3634 0.7418 -4.4445  0.009
H -3.6702 -0.9497 -5.0750  -0.004
H -1.6476 -1.2392 -3.6999  0.006
C -2.2005 -2.3141 2.7286  0.018
As -1.8596 -1.8339 0.8574  0.046
C -3.6405 -2.1582 0.1178  0.008
C -0.7858 -3.3166 0.0298  0.004
C -1.3960 -4.6698 0.0662  0.001
C -2.1972 -5.1227 -0.9914  0.001
C -2.6271 -6.4331 -1.0353  0.000
C -2.2935 -7.3107 -0.0058  0.001
C -1.5356 -6.8619 1.0723  0.000
C -1.1027 -5.5515 1.1156  0.001
H -2.5775 -3.3338 2.8142  0.003
H -2.9642 -1.6329 3.1133  0.000
H -1.3057 -2.2109 3.3416  0.000
H -3.9278 -3.1962 0.3036  0.002
H -3.6691 -1.9676 -0.9553  0.001
H -4.3659 -1.5073 0.6103  0.000
H 0.1873 -3.3103 0.5350  0.000
H -0.6491 -2.9764 -1.0036  0.000
H -2.4490 -4.4438 -1.7965  0.000
H -3.2208 -6.7855 -1.8642  0.000
H -2.6378 -8.3322 -0.0348  0.000
H -1.2863 -7.5445 1.8694  0.000
H -0.5013 -5.2029 1.9452  0.000
C 4.4922 -4.1310 -1.7655  0.002
C 4.8713 -3.2607 -0.7548  0.001
C 4.0295 -2.2312 -0.3636  0.003
C 2.8155 -2.0563 -1.0150  0.015
C 2.4258 -2.9348 -2.0201  0.002
C 3.2737 -3.9592 -2.4064  0.000
As 1.6844 -0.4761 -0.6620  0.043
C 2.9623 0.7230 0.1581  0.005
C 3.4398 0.6482 1.4557  0.001
C 4.4086 1.5483 1.8847  0.000
C 4.8611 2.5350 1.0187  0.001
C 4.3784 2.6241 -0.2786  0.000
C 3.4313 1.7080 -0.7352  0.002
C 2.8760 1.6106 -2.0869  0.002
C 3.1896 2.4269 -3.1727  0.000
C 2.6443 2.1665 -4.4196  0.002
C 1.7905 1.0899 -4.6102  0.000
C 1.4505 0.2807 -3.5346  0.002
C 1.9796 0.5388 -2.2854  0.007
H 5.1414 -4.9468 -2.0473  0.000
H 5.8282 -3.3722 -0.2672  0.000
H 4.3402 -1.5574 0.4224  0.000
H 1.4698 -2.8009 -2.5164  0.000
H 2.9833 -4.6178 -3.2106  0.000
H 3.0633 -0.1270 2.1183  0.000
H 4.8176 1.4715 2.8820  0.000
H 5.6148 3.2283 1.3587  0.000
H 4.7626 3.3928 -0.9311  0.000
H 3.8715 3.2546 -3.0517  0.000
H 2.8901 2.8053 -5.2540  0.000
H 1.3939 0.8796 -5.5908  0.000
H 0.7757 -0.5534 -3.6724  0.000
C 1.4119 4.4278 3.2336  0.000
N 0.3312 4.6917 2.1819  0.003
C -1.0144 4.8215 2.8999  0.000
N -1.2563 3.7008 3.7180  0.003
C -0.2048 3.5229 4.7062  0.000
N 1.0633 3.3181 4.0306  0.002
C 1.1440 2.0480 3.3518  0.003
P -0.1010 1.9219 1.9528  0.035
C 0.2979 3.5955 1.1925  0.009
C -1.5490 2.4869 2.9948  0.004
H 1.5055 5.3198 3.8591  0.000
H 2.3534 4.2510 2.7040  0.000
H 0.5341 5.5763 1.7090  0.000
H -1.7901 4.9205 2.1364  0.000
H -0.9818 5.7278 3.5101  0.000
H -0.4313 2.6538 5.3263  0.000
H -0.1373 4.4044 5.3502  0.000
H 0.9415 1.2512 4.0738  0.000
H 2.1571 1.9134 2.9626  0.000
H -0.4516 3.8187 0.4257  0.000
H 1.2774 3.5265 0.7039  0.000
H -1.7796 1.6959 3.7139  0.000
H -2.4275 2.6296 2.3619  0.000

## Properties
Energy relative to the best compared isomer or geometry (same formula, charge and spin), kcal/mol: 21.7
Spin multiplicity: 5
Maximum force, eV/A: 2.5
E_tot, hartree: -8099.44288
Total charge: +3

***

Record 3
Entry from OMol25: a structure of composition C59H65MoN3O6P2S (ωB97M-V/def2-TZVPD).

Last column: Löwdin spin population.
Geometry (Å):
Mo 0.3338 -0.2549 -0.0356  1.895
C -2.0103 -1.9633 -1.2128  0.008
N -1.3716 -1.6451 0.0890  0.005
C -2.4127 -1.0610 0.9740  0.006
C -0.8877 -2.8540 0.7750  0.004
C -1.6155 -4.0298 0.7687  0.000
C -1.1944 -5.1020 1.5419  0.001
C -0.0629 -4.9572 2.3322  0.000
C 0.6714 -3.7802 2.3206  0.000
C 0.2827 -2.7117 1.5125  0.004
N 1.0054 -1.4998 1.3665  -0.003
C 2.2716 -1.4089 2.0496  0.008
C 3.2791 -2.3030 1.6977  0.000
C 4.5339 -2.2631 2.2768  0.000
C 4.7957 -1.3135 3.2509  -0.001
C 3.7985 -0.4282 3.6261  0.000
C 2.5308 -0.4487 3.0348  0.000
N 1.5254 0.4926 3.3956  0.000
C 2.0041 1.7031 4.0498  0.000
C 0.4407 -0.1172 4.1522  0.000
H -2.9855 -2.4177 -1.0313  0.001
H -1.3680 -2.6389 -1.7627  0.000
H -2.1236 -1.0417 -1.7653  0.001
H -3.2054 -1.7981 1.1155  0.001
H -2.8158 -0.1619 0.5115  0.000
H -1.9535 -0.8267 1.9266  0.000
H -2.5137 -4.1171 0.1731  0.000
H -1.7531 -6.0269 1.5368  0.000
H 0.2631 -5.7698 2.9675  0.000
H 1.5492 -3.6952 2.9438  0.000
H 3.0732 -3.0479 0.9416  0.000
H 5.2958 -2.9667 1.9686  0.000
H 5.7654 -1.2677 3.7281  0.000
H 4.0106 0.2991 4.3934  0.000
H 2.3038 1.5437 5.0948  0.000
H 1.2087 2.4469 4.0499  0.000
H 2.8560 2.1060 3.5032  0.000
H 0.7727 -0.4561 5.1433  0.000
H 0.0389 -0.9735 3.6100  0.000
H -0.3542 0.6168 4.2959  0.000
O -0.5555 1.2080 1.2945  0.028
P -1.4019 2.4325 1.6137  0.006
C -1.6092 3.4148 0.1105  0.001
P -1.8568 2.4312 -1.3863  0.003
O -1.0585 1.1551 -1.2601  0.024
C -3.6022 2.1674 -1.6524  0.000
C -3.9987 1.0305 -2.3573  0.000
C -5.3342 0.8379 -2.6729  0.000
C -6.2779 1.7868 -2.3054  0.000
C -5.8860 2.9403 -1.6409  0.000
C -4.5525 3.1316 -1.3173  0.000
C -1.2794 3.4615 -2.7225  0.001
C -0.4594 2.9021 -3.6977  0.000
C -0.0239 3.6802 -4.7605  0.000
C -0.4058 5.0106 -4.8478  0.000
C -1.2246 5.5727 -3.8756  0.000
C -1.6637 4.8000 -2.8139  0.000
C -3.0038 2.0466 2.3069  0.001
C -4.0797 2.9186 2.1450  0.000
C -5.2834 2.6743 2.7875  0.000
C -5.4176 1.5662 3.6106  0.000
C -4.3403 0.7137 3.8118  0.000
C -3.1373 0.9557 3.1690  0.000
C -0.6617 3.5515 2.8045  0.001
C -1.0526 3.4745 4.1446  0.000
C -0.4617 4.2905 5.0972  0.000
C 0.5159 5.1987 4.7216  0.000
C 0.8988 5.3013 3.3904  0.000
C 0.3141 4.4853 2.4367  0.000
H -0.6427 3.8966 -0.0602  0.000
H -2.3365 4.2124 0.2463  0.000
H -3.2604 0.3136 -2.6861  0.000
H -5.6373 -0.0441 -3.2204  0.000
H -7.3198 1.6368 -2.5539  0.000
H -6.6177 3.6934 -1.3823  0.000
H -4.2632 4.0521 -0.8285  0.000
H -0.1490 1.8746 -3.6068  0.000
H 0.6191 3.2508 -5.5169  0.000
H -0.0638 5.6170 -5.6755  0.000
H -1.5204 6.6100 -3.9482  0.000
H -2.3096 5.2482 -2.0674  0.000
H -3.9868 3.8081 1.5412  0.000
H -6.1136 3.3535 2.6512  0.000
H -6.3580 1.3755 4.1095  0.000
H -4.4339 -0.1323 4.4788  0.000
H -2.2932 0.3097 3.3599  0.000
H -1.8291 2.7875 4.4509  0.000
H -0.7732 4.2228 6.1302  0.000
H 0.9702 5.8406 5.4641  0.000
H 1.6470 6.0239 3.0952  0.000
H 0.6310 4.5956 1.4096  0.000
C 0.2282 -0.5535 -4.4593  -0.003
O -0.0936 -0.5790 -3.0546  -0.005
C 0.8269 -0.0583 -2.2040  -0.042
O 1.8094 0.5087 -2.6006  -0.013
H -0.6872 -0.3004 -4.9905  0.000
H 0.5631 -1.5443 -4.7685  0.000
H 1.0087 0.1742 -4.6712  -0.001
O 0.9966 -2.2238 -1.2891  0.008
S 1.6315 -3.5874 -1.0051  0.002
C 0.6001 -4.7389 -1.8648  -0.001
C -0.0742 -4.3485 -3.0128  0.000
C -0.8688 -5.2793 -3.6629  0.000
C -0.9727 -6.5748 -3.1672  0.000
C -0.2896 -6.9472 -2.0183  0.000
C 0.5003 -6.0214 -1.3499  0.000
C 3.1188 -3.6472 -1.9582  0.001
C 4.1552 -4.4196 -1.4584  0.000
C 5.3376 -4.4993 -2.1830  0.000
C 5.4669 -3.7963 -3.3709  0.000
C 4.4201 -3.0135 -3.8504  0.000
C 3.2318 -2.9359 -3.1455  0.000
H 0.0216 -3.3353 -3.3761  0.000
H -1.4021 -4.9987 -4.5613  0.000
H -1.5912 -7.2977 -3.6812  0.000
H -0.3779 -7.9545 -1.6358  0.000
H 1.0198 -6.2936 -0.4398  0.000
H 4.0467 -4.9505 -0.5202  0.000
H 6.1564 -5.1002 -1.8124  0.000
H 6.3925 -3.8531 -3.9275  0.000
H 4.5362 -2.4613 -4.7730  0.000
H 2.4201 -2.3089 -3.4865  0.000
C 3.9514 -0.5754 -0.5989  0.002
C 3.5961 0.6332 0.2160  0.004
O 2.1728 1.0088 0.1773  0.042
C 2.0617 2.4423 0.2878  0.005
C 2.2128 3.1557 -1.0346  0.001
H 4.9200 -0.9391 -0.2509  0.000
H 4.0009 -0.3604 -1.6600  0.000
H 3.2337 -1.3741 -0.4458  0.001
H 4.1473 1.5012 -0.1443  0.000
H 3.8307 0.4885 1.2711  0.001
H 2.8225 2.7634 1.0039  0.000
H 1.1029 2.6090 0.7560  0.001
H 3.0842 2.8031 -1.5851  0.000
H 2.3419 4.2246 -0.8481  0.000
H 1.3474 3.0119 -1.6797  0.000

## Properties
Spin multiplicity: 3
Maximum force, eV/A: 0.8
E_tot, hartree: -4051.67570
Total charge: +2

***

Record 4
Entry from OMol25: the ion C3H6N3 with charge +1 at a distorted geometry (ωB97M-V/def2-TZVPD).

Last column: natural (NBO) charge in e.
Geometry (Å):
C 0.4724 0.9453 -0.1786  0.712
C 2.2768 1.6414 -1.4944  0.175
C -1.3863 -0.1957 1.1257  -0.041
N 1.0699 1.5270 -1.1143  -0.460
N -0.3090 0.4975 0.5781  -0.232
N -1.2959 -1.4620 0.4927  -0.835
H 2.5449 2.0025 -2.4856  0.219
H 3.2616 1.5996 -0.8765  0.216
H -1.1774 -0.2609 2.1142  0.217
H -2.2080 0.3191 0.8553  0.237
H -0.4717 -1.9835 0.2861  0.394
H -1.9230 -1.7675 -0.2187  0.398

## Properties
Energy relative to the best compared isomer or geometry (same formula, charge and spin), kcal/mol: 69.0
Maximum force, eV/A: 6.4
E_tot, hartree: -281.80789
Total charge: +1

***

What is the E_tot in the second record? -8099.44288 hartree